# 1
Here is a structure of composition C14H21N7O2RuS from the OMol25 dataset. Energies are from the ωB97M-V functional and the def2-TZVPD basis.

Positions of all 46 atoms, in Å:
Ru: -0.019 -0.501 -0.225
C: -1.727 3.421 0.619
C: -0.934 2.306 0.026
N: -0.958 1.107 0.669
N: -1.618 0.979 1.797
C: -1.404 -0.058 2.540
N: -2.132 -0.294 3.652
S: -0.206 -1.272 2.080
C: -0.150 2.378 -1.136
C: 0.076 3.561 -1.897
C: 0.870 3.520 -3.009
C: 1.454 2.303 -3.400
C: 1.214 1.191 -2.620
N: 0.446 1.201 -1.546
H: -1.611 3.413 1.702
H: -2.787 3.266 0.415
H: -1.434 4.387 0.222
H: -2.712 0.452 4.003
H: -1.780 -0.971 4.307
H: -0.353 4.497 -1.576
H: 1.067 4.413 -3.581
H: 2.084 2.232 -4.269
H: 1.663 0.237 -2.869
N: 4.422 -0.830 -0.692
C: 3.095 -0.919 -0.538
O: 2.462 -0.076 0.087
C: 2.404 -2.086 -1.217
C: 1.045 -2.335 -0.586
H: 4.910 -0.056 -0.269
H: 4.950 -1.501 -1.223
H: 3.029 -2.984 -1.158
H: 2.298 -1.835 -2.277
H: 1.179 -2.852 0.369
H: 0.411 -2.934 -1.248
O: -0.820 -1.222 -2.749
H: -1.707 -0.959 -3.011
H: -0.244 -1.061 -3.502
N: -2.359 -2.816 0.270
C: -3.650 -3.180 0.259
C: -4.342 -2.178 -0.382
C: -3.370 -1.234 -0.725
N: -2.176 -1.635 -0.318
H: -1.584 -3.292 0.711
H: -3.986 -4.101 0.688
H: -5.391 -2.139 -0.583
H: -3.506 -0.293 -1.220

Values from the calculation:
**2S+1**: 2
**Frontier orbital gap (alpha / beta)**: 6.9 / 7.0 eV
**Energy relative to the best compared isomer or geometry (same formula, charge and spin)**: 52.9 kcal/mol
**E**: -42795.781 eV
**Highest occupied orbital energy (alpha / beta)**: -10.59 / -10.65 eV
**Charge**: +1


# 2
Here is the molecule C4H10O2 from the OMol25 dataset. Energies are from the ωB97M-V functional and the def2-TZVPD basis.

Positions of all 16 atoms, in Å:
C: -1.606 -0.744 0.199
C: -0.464 0.207 -0.160
C: 0.596 -0.602 -0.900
O: 1.703 0.211 -1.283
C: 0.128 0.864 1.091
O: 1.033 1.903 0.806
H: -2.009 -1.226 -0.699
H: -1.249 -1.539 0.868
H: -2.424 -0.220 0.703
H: -0.833 1.007 -0.817
H: 0.162 -1.086 -1.787
H: 0.953 -1.384 -0.216
H: 2.489 -0.349 -1.295
H: -0.676 1.305 1.693
H: 0.598 0.075 1.710
H: 1.599 1.579 0.087

Values from the calculation:
**Frontier orbital gap**: 10.6 eV
**Energy relative to the best compared isomer or geometry (same formula, charge and spin)**: 16.2 kcal/mol
**E**: -8404.843 eV
**Highest occupied orbital energy**: -9.90 eV
**SMILES**: CC(CO)CO


# 3
Here is the molecule C20H26N2O4S2 from the OMol25 dataset. Energies are from the ωB97M-V functional and the def2-TZVPD basis.

Positions of all 54 atoms, in Å:
C: 3.360 6.401 4.472
C: 2.433 5.963 5.601
H: 2.766 5.015 6.038
H: 2.424 6.721 6.390
O: 1.081 5.876 5.189
C: 0.656 4.826 4.454
C: 1.415 3.706 4.112
C: 0.858 2.688 3.368
C: -0.470 2.744 2.930
C: -1.225 3.875 3.286
C: -0.678 4.889 4.029
H: -1.257 5.757 4.302
H: -2.253 3.943 2.965
C: -1.098 1.723 2.145
C: -0.612 0.563 1.651
C: -1.465 -0.324 0.853
O: -2.633 -0.152 0.586
N: -0.755 -1.446 0.462
C: 0.551 -1.517 0.821
S: 1.551 -2.753 0.455
S: 0.994 -0.126 1.789
C: -1.301 -2.375 -0.492
H: -1.013 -3.381 -0.189
H: -2.387 -2.244 -0.477
C: -0.744 -1.986 -1.884
O: -0.175 -0.918 -1.987
N: -0.963 -2.847 -2.899
C: -1.518 -4.160 -2.647
H: -2.041 -4.517 -3.533
H: -2.264 -4.096 -1.850
C: -0.441 -5.197 -2.259
O: -1.009 -6.447 -1.964
H: -1.538 -6.379 -1.161
H: 0.165 -4.822 -1.423
H: 0.229 -5.376 -3.102
C: -0.441 -2.495 -4.248
C: 1.085 -2.378 -4.179
H: 1.373 -1.606 -3.473
H: 1.481 -2.118 -5.156
H: 1.524 -3.321 -3.862
C: -1.070 -1.165 -4.685
H: -0.746 -0.921 -5.692
H: -0.772 -0.362 -4.021
H: -2.155 -1.243 -4.676
C: -0.804 -3.542 -5.303
H: -1.880 -3.614 -5.445
H: -0.371 -3.225 -6.249
H: -0.400 -4.523 -5.070
H: -2.139 1.898 1.893
H: 1.469 1.834 3.122
H: 2.442 3.613 4.425
H: 3.361 5.674 3.663
H: 3.029 7.356 4.073
H: 4.372 6.508 4.851

Values from the calculation:
**Frontier orbital gap**: 7.4 eV
**Energy relative to the best compared isomer or geometry (same formula, charge and spin)**: 7.1 kcal/mol
**E**: -54003.210 eV
**Highest occupied orbital energy**: -8.03 eV
**SMILES**: CCOc1ccc(/C=C2\SC(=S)N(CC(=O)N(CCO)C(C)(C)C)C2=O)cc1


# 4
Here is a cluster of 2 separate species, C3H6OS4 in total from the OMol25 dataset. Energies are from the ωB97M-V functional and the def2-TZVPD basis.

Positions of all 14 atoms, in Å:
C: 0.566 1.342 -0.147
C: -0.080 -1.080 -0.766
C: -0.105 0.407 -1.199
O: -0.245 -1.069 2.411
S: 0.292 2.869 0.233
S: 1.973 0.508 0.618
S: 1.686 -1.370 -0.212
S: -1.808 1.018 -1.437
H: -0.732 -1.289 0.035
H: -0.278 -1.702 -1.555
H: 0.416 0.663 -2.119
H: 0.622 -0.959 2.743
H: -0.702 -1.810 2.906
H: -1.606 2.472 -1.513

Values from the calculation:
**Frontier orbital gap**: 8.1 eV
**Energy relative to the best compared isomer or geometry (same formula, charge and spin)**: 1.1 kcal/mol
**E**: -48595.827 eV
**Highest occupied orbital energy**: -8.43 eV
**SMILES**: S=C1SSC[C@H]1S.O